(1)
ORCA calculation (ωB97M-V/def2-TZVPD) on 8 unconnected molecules or ions with the total composition C40H63Br2F3O24.

```
! RIJCOSX wB97M-V def2-TZVPD def2/J DEFGRID3
* xyz 0 1
C 4.422 -2.939 4.270
O 3.560 -2.640 3.180
C 4.201 -2.430 1.951
C 4.982 -1.087 1.915
C 4.411 -0.034 2.882
C 4.350 1.399 2.386
F 3.769 2.151 3.382
Br 6.127 2.130 2.085
C 3.466 1.622 1.136
F 2.276 1.028 1.328
F 4.028 1.114 0.026
Br 3.140 3.539 0.825
C 3.132 -2.493 0.816
O 1.897 -2.997 1.286
C 0.767 -2.210 0.929
C -0.475 -2.816 1.591
C -1.345 -1.800 2.380
C -2.743 -1.579 1.769
C -3.791 -2.423 2.501
O -3.976 -1.982 3.851
H 4.301 -3.966 4.601
H 4.175 -2.277 5.108
H 5.483 -2.793 4.040
H 4.928 -3.231 1.757
H 6.016 -1.292 2.205
H 5.033 -0.742 0.881
H 5.064 0.005 3.758
H 3.418 -0.297 3.254
H 2.996 -1.501 0.371
H 3.476 -3.187 0.040
H 0.912 -1.182 1.280
H 0.660 -2.191 -0.162
H -1.100 -3.255 0.808
H -0.136 -3.592 2.279
H -1.459 -2.167 3.404
H -0.832 -0.838 2.465
H -3.049 -0.534 1.881
H -2.748 -1.856 0.712
H -3.446 -3.459 2.554
H -4.755 -2.400 1.982
H -4.606 -1.256 3.838
C 1.319 2.259 -2.092
C 0.569 1.123 -2.734
C -0.745 1.494 -3.381
O -1.473 0.256 -3.289
C -0.997 -0.430 -2.229
O -1.506 -1.408 -1.776
O 0.125 0.154 -1.753
H 0.657 2.870 -1.478
H 2.110 1.883 -1.451
H 1.764 2.892 -2.860
H 1.212 0.590 -3.442
H -0.651 1.808 -4.413
H -1.291 2.249 -2.819
C -4.947 5.149 -7.076
C -3.941 4.169 -6.528
C -4.393 3.366 -5.335
O -3.141 3.079 -4.686
C -2.282 4.078 -4.998
O -1.222 4.236 -4.472
O -2.790 4.856 -5.974
H -5.404 5.734 -6.276
H -4.464 5.847 -7.758
H -5.729 4.617 -7.616
H -3.577 3.509 -7.319
H -4.906 2.445 -5.600
H -5.009 3.951 -4.649
C 6.096 2.263 -1.928
C 7.271 2.972 -2.546
C 7.409 4.437 -2.197
O 8.108 4.951 -3.338
C 7.799 4.162 -4.398
O 8.062 4.411 -5.527
O 7.143 3.050 -3.979
H 5.183 2.852 -2.033
H 5.926 1.304 -2.416
H 6.271 2.088 -0.866
H 8.200 2.437 -2.330
H 7.978 4.622 -1.289
H 6.440 4.936 -2.132
C 1.213 -7.045 6.900
C 2.486 -7.224 6.118
C 3.507 -8.191 6.676
O 4.738 -7.662 6.148
C 4.557 -6.334 5.963
O 5.407 -5.546 5.694
O 3.256 -6.007 6.111
H 1.410 -6.910 7.965
H 0.684 -6.160 6.556
H 0.559 -7.908 6.776
H 2.258 -7.471 5.077
H 3.368 -9.218 6.350
H 3.556 -8.153 7.767
C -1.846 7.899 -4.065
C -3.038 8.787 -3.829
C -3.493 8.920 -2.394
O -4.890 9.204 -2.548
C -5.294 8.647 -3.716
O -6.425 8.532 -4.059
O -4.222 8.231 -4.434
H -1.952 6.954 -3.529
H -1.753 7.657 -5.123
H -0.927 8.383 -3.735
H -2.876 9.775 -4.270
H -3.001 9.719 -1.846
H -3.393 7.981 -1.843
C -4.825 -2.267 -4.208
C -4.496 -1.704 -5.566
C -3.723 -0.407 -5.563
O -4.117 0.181 -6.813
C -5.355 -0.290 -7.113
O -6.047 0.141 -7.976
O -5.687 -1.302 -6.278
H -5.221 -1.493 -3.550
H -5.580 -3.048 -4.295
H -3.932 -2.689 -3.748
H -3.986 -2.453 -6.178
H -2.646 -0.537 -5.522
H -4.035 0.260 -4.756
C -4.619 -3.644 6.888
C -3.190 -4.104 7.019
C -2.839 -5.383 6.293
O -1.745 -5.878 7.077
C -1.905 -5.412 8.343
O -1.273 -5.782 9.278
O -2.879 -4.475 8.379
H -5.312 -4.470 7.052
H -4.839 -2.875 7.628
H -4.790 -3.230 5.895
H -2.505 -3.301 6.735
H -2.528 -5.230 5.262
H -3.649 -6.116 6.328
*
```

Output
Structure (SMILES) ... CO[C@H](CC[C@@](F)(Br)C(F)(F)Br)COCCCCCO.C[C@@H]1COC(=O)O1.C[C@@H]1COC(=O)O1.C[C@@H]1COC(=O)O1.C[C@@H]1COC(=O)O1.C[C@@H]1COC(=O)O1.C[C@@H]1COC(=O)O1.C[C@@H]1COC(=O)O1

(2)
ORCA calculation (ωB97M-V/def2-TZVPD) on 7 unconnected molecules or ions with the total composition C40H63Cl2N2O18P.

```
! RIJCOSX wB97M-V def2-TZVPD def2/J DEFGRID3
* xyz 0 1
N 1.145 3.321 2.248
C 0.484 3.344 0.904
C 0.821 2.074 0.059
C 2.133 1.955 -0.625
C 3.117 3.153 -0.387
C 2.793 4.246 -1.466
O 2.115 4.021 -2.427
O 3.323 5.530 -1.257
C 2.489 0.777 -1.450
C 3.892 0.720 -2.119
C 3.895 0.244 -3.625
C 4.594 -1.154 -3.870
N 5.403 -1.846 -2.844
O 4.509 -1.717 -4.934
C 1.471 -0.270 -1.533
Cl 1.795 -1.777 -2.459
C 0.160 -0.187 -0.872
C -0.170 1.011 -0.049
C -1.556 1.042 0.678
O -1.737 1.597 1.728
C -2.697 0.255 -0.044
Cl -4.378 0.796 0.169
C -2.418 -0.817 -0.826
P -3.813 -1.716 -1.681
O -4.433 -0.823 -2.764
C -0.923 -1.283 -0.948
O -0.739 -2.473 -1.057
H 1.547 4.243 2.456
H 1.957 2.698 2.226
H 0.917 4.238 0.362
H -0.608 3.538 1.014
H 4.192 2.823 -0.465
H 3.024 3.580 0.648
H 2.550 6.124 -1.329
H 4.543 0.096 -1.441
H 4.368 1.741 -2.108
H 2.848 0.204 -4.029
H 4.450 0.961 -4.300
H 4.728 -2.030 -2.081
H 6.026 -1.132 -2.432
H -4.811 -2.166 -0.751
H -3.373 -2.909 -2.344
C -4.726 -1.034 -6.523
C -3.405 -0.545 -5.971
O -2.305 -1.258 -6.560
C -1.716 -0.910 -7.717
C -2.406 0.078 -8.621
O -0.690 -1.445 -8.052
H -4.805 -0.855 -7.597
H -5.559 -0.532 -6.027
H -4.826 -2.111 -6.373
H -3.277 0.535 -6.080
H -3.363 -0.755 -4.901
H -3.047 -0.461 -9.319
H -1.645 0.621 -9.181
H -2.988 0.827 -8.088
C -1.980 -4.401 4.912
C -2.110 -4.460 3.404
O -3.058 -3.494 2.929
C -2.752 -2.218 2.649
C -1.442 -1.659 3.137
O -3.560 -1.521 2.081
H -1.602 -3.436 5.244
H -1.304 -5.178 5.272
H -2.956 -4.538 5.384
H -1.149 -4.351 2.897
H -2.503 -5.436 3.113
H -1.585 -1.218 4.123
H -1.119 -0.883 2.445
H -0.639 -2.392 3.171
C -5.990 5.909 -1.508
C -4.987 6.071 -2.631
O -3.649 6.141 -2.123
C -2.882 5.063 -1.872
C -3.529 3.705 -1.814
O -1.712 5.206 -1.623
H -5.837 4.975 -0.964
H -7.009 5.918 -1.899
H -5.884 6.719 -0.784
H -5.079 5.291 -3.389
H -5.166 7.019 -3.139
H -3.837 3.499 -0.789
H -2.794 2.960 -2.122
H -4.377 3.592 -2.485
C 1.146 -6.115 10.037
C 1.016 -6.166 8.529
O 0.071 -5.196 8.056
C 0.382 -3.918 7.778
C 1.693 -3.360 8.263
O -0.422 -3.217 7.215
H 1.528 -5.150 10.374
H 1.819 -6.897 10.391
H 0.170 -6.251 10.507
H 1.976 -6.058 8.022
H 0.620 -7.139 8.235
H 1.553 -2.920 9.251
H 2.013 -2.583 7.569
H 2.496 -4.093 8.295
C 7.993 -0.546 -9.677
C 8.191 -0.209 -8.213
O 7.197 0.716 -7.756
C 5.985 0.351 -7.295
C 5.500 -1.051 -7.541
O 5.280 1.170 -6.759
H 7.036 -1.040 -9.849
H 8.790 -1.202 -10.031
H 7.994 0.364 -10.280
H 8.221 -1.097 -7.580
H 9.151 0.294 -8.086
H 4.949 -1.083 -8.482
H 4.832 -1.328 -6.723
H 6.296 -1.793 -7.554
C -3.778 1.810 8.767
C -2.771 1.961 7.644
O -1.433 2.016 8.152
C -0.678 0.931 8.405
C -1.337 -0.422 8.464
O 0.493 1.062 8.654
H -3.635 0.875 9.311
H -4.796 1.830 8.375
H -3.663 2.619 9.491
H -2.871 1.182 6.886
H -2.940 2.910 7.135
H -1.648 -0.626 9.489
H -0.609 -1.172 8.154
H -2.185 -0.525 7.791
*
```

Output
Structure (SMILES) ... NCc1c(CC(=O)O)c(CCC(N)=O)c(Cl)c2c1C(=O)C(Cl)=C([PH2]=O)C2=O.CCOC(C)=O.CCOC(C)=O.CCOC(C)=O.CCOC(C)=O.CCOC(C)=O.CCOC(C)=O
Energy above the lowest of the compared OMol25 structures with the same formula, charge and spin ... 2.778 eV

(3)
ORCA calculation (ωB97M-V/def2-TZVPD) on 3 unconnected molecules or ions with the total composition C40H63F5N2O11P4S.

```
! RIJCOSX wB97M-V def2-TZVPD def2/J DEFGRID3
* xyz 0 1
C 2.735 -4.308 -0.864
C 2.643 -3.149 -0.176
C 2.768 -1.784 -0.721
C 3.529 -0.865 0.002
C 3.694 0.458 -0.361
C 4.525 1.367 0.512
C 6.040 1.131 0.379
C 6.543 1.166 -1.078
C 7.338 -0.077 -1.430
F 8.476 -0.171 -0.708
F 6.571 -1.168 -1.138
C 7.677 -0.144 -2.957
F 6.850 -0.993 -3.577
F 8.920 -0.602 -3.145
F 7.574 1.048 -3.548
C 3.049 0.873 -1.530
C 2.295 -0.034 -2.275
C 2.137 -1.367 -1.905
C 1.272 -2.275 -2.735
S -0.493 -1.979 -2.429
C -0.715 -2.281 -0.665
C -2.101 -1.737 -0.297
C 1.648 0.540 -3.502
O 1.646 0.005 -4.587
C 1.033 1.896 -3.289
C -0.224 2.220 -3.815
P -1.249 1.036 -4.772
N -1.487 1.544 -6.238
C -0.683 3.518 -3.554
O -1.892 3.992 -3.969
C -3.028 3.367 -3.324
C -4.074 4.408 -2.904
C -5.504 4.023 -3.355
C -6.518 3.959 -2.184
C 0.090 4.422 -2.840
C 1.330 4.096 -2.323
P 2.247 5.374 -1.397
N 1.356 6.272 -0.467
C 1.789 2.796 -2.547
C 3.094 2.290 -2.015
O 4.092 2.982 -1.992
H 3.559 -4.600 -1.508
H 1.944 -5.043 -0.724
H 2.486 -3.210 0.902
H 3.998 -1.186 0.927
H 4.207 1.222 1.547
H 4.309 2.407 0.272
H 6.521 1.934 0.935
H 6.308 0.169 0.816
H 7.233 2.002 -1.190
H 5.744 1.250 -1.810
H 1.398 -2.017 -3.783
H 1.523 -3.325 -2.647
H 0.031 -1.748 -0.075
H -0.686 -3.344 -0.427
H -2.240 -1.679 0.781
H -2.201 -0.719 -0.684
H -2.885 -2.327 -0.771
H -2.452 0.845 -4.063
H -0.633 -0.217 -4.740
H -1.024 2.434 -6.376
H -2.664 2.859 -2.429
H -3.483 2.672 -4.027
H -4.106 4.414 -1.814
H -3.846 5.405 -3.274
H -5.911 4.751 -4.058
H -5.535 3.051 -3.848
H -7.161 4.837 -2.143
H -7.174 3.098 -2.327
H -6.029 3.827 -1.219
H -0.319 5.411 -2.670
H 2.893 6.155 -2.376
H 3.260 4.741 -0.667
H 0.383 5.990 -0.492
C 7.210 -6.750 0.772
C 5.806 -6.964 0.239
O 5.183 -8.116 0.818
P 4.585 -8.026 2.305
O 3.482 -7.047 2.327
O 3.814 -9.463 2.375
C 2.477 -9.569 2.865
C 1.508 -9.756 1.718
O 5.872 -8.546 3.092
C 5.753 -9.290 4.325
C 6.151 -10.724 4.070
H 7.190 -6.484 1.831
H 7.708 -5.948 0.227
H 7.797 -7.663 0.678
H 5.181 -6.082 0.406
H 5.844 -7.142 -0.836
H 2.208 -8.702 3.467
H 2.449 -10.443 3.522
H 1.595 -8.939 1.002
H 0.480 -9.802 2.080
H 1.732 -10.679 1.182
H 4.747 -9.218 4.737
H 6.439 -8.836 5.040
H 5.489 -11.188 3.341
H 6.113 -11.300 4.995
H 7.161 -10.772 3.662
C -4.718 6.894 3.726
C -5.022 5.558 3.077
O -6.356 5.115 3.359
P -7.593 5.763 2.563
O -7.478 5.433 1.131
O -8.762 4.751 3.089
C -9.697 4.161 2.186
C -9.349 2.709 1.939
O -7.952 6.919 3.602
C -9.312 7.372 3.781
C -9.804 6.918 5.134
H -5.313 7.692 3.278
H -3.664 7.146 3.606
H -4.958 6.866 4.789
H -4.866 5.601 1.995
H -4.359 4.791 3.475
H -9.744 4.715 1.249
H -10.682 4.233 2.656
H -8.331 2.615 1.561
H -10.036 2.260 1.221
H -9.399 2.146 2.872
H -9.958 7.019 2.977
H -9.295 8.462 3.739
H -9.808 5.831 5.202
H -10.815 7.284 5.315
H -9.145 7.286 5.921
*
```

Output
Structure (SMILES) ... C=Cc1cc(CCCC(F)(F)C(F)(F)F)c2c(c1CSCC)C(=O)c1c([PH2]=N)c(OCCCC)cc([PH2]=N)c1C2=O.CCOP(=O)(OCC)OCC.CCOP(=O)(OCC)OCC

Number 1: E -239880.4557 eV, Kohn-Sham gap 9.4 eV. Number 2: E -116668.2255 eV, Kohn-Sham gap 8.0 eV. Number 3: E -129582.6787 eV, Kohn-Sham gap 7.3 eV.